Entry 1:
Computed, not measured: one molecule with the formula C2H5NO, with ωB97M-V with the def2-TZVPD basis set.

Calculated values
structure (SMILES) = C/C=[NH+]/[O-]
energy relative to the best compared isomer or geometry (same formula, charge and spin) = 3.798 eV
total energy = -5689.4313 eV
highest occupied orbital energy = -8.9 eV
orbital gap = 9.68 eV

Cartesian coordinates (Å):
C (-0.469, -0.038, 0.235)
C (0.963, -0.493, 0.436)
N (-1.045, 0.616, -0.749)
O (-2.202, 1.216, -1.062)
H (-1.191, -0.354, 0.924)
H (1.769, 0.337, 0.529)
H (1.396, -1.197, -0.325)
H (1.056, -1.082, 1.385)
H (-0.276, 0.995, -1.373)

***

Entry 2:
Computed, not measured: one molecule with the formula C2H5NO, with ωB97M-V with the def2-TZVPD basis set.

Calculated values
structure (SMILES) = C=[N+](C)[O-]
energy relative to the best compared isomer or geometry (same formula, charge and spin) = 4.490 eV
total energy = -5688.7396 eV
highest occupied orbital energy = -8.7 eV
orbital gap = 9.59 eV

Cartesian coordinates (Å):
C (-0.694, -1.155, -0.437)
C (0.854, 0.964, 0.100)
N (-0.570, -0.066, 0.247)
O (-1.365, 0.254, 1.150)
H (-1.672, -1.653, -0.325)
H (0.004, -1.683, -1.009)
H (1.568, 0.360, 0.754)
H (0.612, 2.062, 0.325)
H (1.263, 0.916, -0.806)

***

Entry 3:
Computed, not measured: one molecule with the formula C2H5NO, with ωB97M-V with the def2-TZVPD basis set.

Calculated values
structure (SMILES) = C=[N+](C)[O-]
energy relative to the best compared isomer or geometry (same formula, charge and spin) = 5.593 eV
total energy = -5687.6369 eV
highest occupied orbital energy (spin up / spin down) = -8.9 / -8.9 eV
orbital gap (spin up / spin down) = 9.23 / 9.23 eV

Cartesian coordinates (Å):
C (-0.194, -1.327, 0.088)
C (0.500, 0.955, -0.007)
N (-0.401, -0.106, -0.100)
O (-1.964, 0.478, -0.309)
H (-0.957, -2.168, -0.084)
H (0.709, -1.553, 0.462)
H (1.578, 0.662, 0.016)
H (0.565, 1.432, -0.997)
H (0.163, 1.626, 0.930)

***

Entry 4:
Computed, not measured: a 2-piece molecular cluster, C2H5NO overall, with ωB97M-V with the def2-TZVPD basis set.

Calculated values
structure (SMILES) = C=N.C=O
energy relative to the best compared isomer or geometry (same formula, charge and spin) = 3.495 eV
total energy = -5689.7349 eV
highest occupied orbital energy = -9.8 eV
orbital gap = 10.03 eV

Cartesian coordinates (Å):
C (-4.959, 0.839, 3.577)
N (-4.698, 1.563, 4.559)
H (-5.652, 1.056, 2.719)
H (-4.361, -0.022, 3.405)
H (-5.494, 2.008, 4.867)
O (4.754, -1.024, -4.697)
C (5.034, -1.314, -3.489)
H (5.194, -2.361, -3.222)
H (4.708, -0.582, -2.634)

***

Entry 5:
Computed, not measured: one molecule with the formula C2H5NO, with ωB97M-V with the def2-TZVPD basis set.

Calculated values
structure (SMILES) = CNC=O
energy relative to the best compared isomer or geometry (same formula, charge and spin) = 0.624 eV
total energy = -5692.6057 eV
highest occupied orbital energy = -9.9 eV
orbital gap = 10.81 eV

Cartesian coordinates (Å):
C (0.310, -1.086, 0.691)
N (0.461, 0.214, 0.330)
C (-0.380, 0.748, -0.758)
O (-0.439, -1.904, 0.209)
H (1.022, -1.429, 1.454)
H (0.703, 0.831, 1.091)
H (-1.379, 0.990, -0.407)
H (-0.430, -0.016, -1.526)
H (0.131, 1.652, -1.083)

***

Entry 6:
Computed, not measured: a 2-piece molecular cluster, C2H5NO overall, with ωB97M-V with the def2-TZVPD basis set.

Calculated values
energy relative to the best compared isomer or geometry (same formula, charge and spin) = 6.472 eV
total energy = -5686.7578 eV
highest occupied orbital energy (spin up / spin down) = -9.7 / -9.8 eV
orbital gap (spin up / spin down) = 9.30 / 9.24 eV

Cartesian coordinates (Å):
C (0.067, 0.185, 1.473)
C (0.039, 0.201, -0.947)
N (0.397, 0.604, 0.351)
O (1.278, 2.530, 0.227)
H (0.437, 0.674, 2.359)
H (-0.594, -0.679, 1.596)
H (-0.840, -0.454, -0.952)
H (-0.147, 1.104, -1.530)
H (0.885, -0.311, -1.406)

***

Entry 7:
Computed, not measured: one molecule with the formula C2H5NO2, with ωB97M-V with the def2-TZVPD basis set.

Calculated values
structure (SMILES) = CC[N+](=O)[O-]
energy relative to the best compared isomer or geometry (same formula, charge and spin) = 4.934 eV
total energy = -7735.8170 eV
highest occupied orbital energy = -10.9 eV
orbital gap = 10.92 eV

Cartesian coordinates (Å):
C (-1.166, 0.105, -0.457)
C (-0.008, -0.216, 0.564)
H (-0.577, 0.983, -0.854)
H (-1.438, -0.818, -1.138)
H (-2.314, 0.516, 0.051)
H (0.082, 0.468, 1.494)
H (0.044, -1.249, 0.816)
N (1.395, 0.048, -0.036)
O (2.053, -0.987, -0.305)
O (1.928, 1.150, -0.135)

***

Entry 8:
Computed, not measured: C2H5NO2 as an isolated structure, with ωB97M-V with the def2-TZVPD basis set.

Calculated values
energy relative to the best compared isomer or geometry (same formula, charge and spin) = 6.103 eV
total energy = -7734.6480 eV
highest occupied orbital energy = -10.2 eV
orbital gap = 10.51 eV

Cartesian coordinates (Å):
C (1.421, 0.271, 0.009)
C (-1.326, -0.388, -0.079)
O (0.092, 0.661, 0.396)
O (-2.060, 0.603, -0.354)
N (-0.710, -1.392, 0.357)
H (-0.894, 1.416, -0.015)
H (-1.922, -1.643, -0.049)
H (1.825, -0.447, 0.725)
H (2.130, 1.104, -0.005)
H (1.443, -0.184, -0.985)

***

Entry 9:
Computed, not measured: one molecule with the formula C2H5NO2, with ωB97M-V with the def2-TZVPD basis set.

Calculated values
structure (SMILES) = CC(=O)NO
energy relative to the best compared isomer or geometry (same formula, charge and spin) = 2.916 eV
total energy = -7737.8357 eV
highest occupied orbital energy = -10.0 eV
orbital gap = 10.76 eV

Cartesian coordinates (Å):
C (-0.223, 0.544, -0.021)
C (1.505, 0.235, -0.009)
N (-0.832, -0.594, 0.198)
O (-0.726, 1.652, -0.192)
O (-2.296, -0.625, 0.191)
H (1.499, -0.658, 0.716)
H (1.930, -0.084, -0.927)
H (2.061, 0.989, 0.393)
H (-0.420, -1.468, 0.181)
H (-2.498, 0.009, -0.531)

***

Entry 10:
Computed, not measured: a 2-piece molecular cluster, C2H5NO2 overall, with ωB97M-V with the def2-TZVPD basis set.

Calculated values
structure (SMILES) = O=CO.C=N
energy relative to the best compared isomer or geometry (same formula, charge and spin) = 1.873 eV
total energy = -7738.8779 eV
highest occupied orbital energy = -9.7 eV
orbital gap = 10.37 eV

Cartesian coordinates (Å):
C (-2.472, 0.537, -0.043)
C (0.992, -0.391, -0.112)
N (1.457, -1.526, -0.324)
O (-1.827, 0.128, -0.988)
O (-2.513, 0.020, 1.193)
H (-3.142, 1.427, -0.159)
H (1.288, -1.877, -1.280)
H (1.396, 0.092, 0.789)
H (0.271, 0.123, -0.737)
H (-1.973, -0.673, 1.538)

***

Entry 11:
Computed, not measured: one molecule with the formula C2H5NO2, with ωB97M-V with the def2-TZVPD basis set.

Calculated values
structure (SMILES) = CO/C=N\O
energy relative to the best compared isomer or geometry (same formula, charge and spin) = 4.876 eV
total energy = -7735.8753 eV
highest occupied orbital energy = -9.2 eV
orbital gap = 9.96 eV

Cartesian coordinates (Å):
C (-0.304, 0.841, 1.082)
C (0.961, -0.004, -1.128)
H (-0.222, 1.888, 1.575)
H (-1.354, 0.400, 0.782)
H (0.367, 0.083, 1.686)
H (2.022, 0.053, -1.555)
H (-1.434, -1.990, -0.520)
N (0.298, -1.128, -1.307)
O (0.467, 0.960, -0.286)
O (-0.801, -1.102, -0.329)

***

Entry 12:
Computed, not measured: a 2-piece molecular cluster, C2H5NO2 overall, with ωB97M-V with the def2-TZVPD basis set.

Calculated values
energy relative to the best compared isomer or geometry (same formula, charge and spin) = 1.634 eV
total energy = -7733.1791 eV
highest occupied orbital energy (spin up / spin down) = -8.7 / -9.6 eV
⟨S²⟩ = 2.0128
2S+1 = 3
orbital gap (spin up / spin down) = 9.79 / 7.53 eV

Cartesian coordinates (Å):
C (-2.005, -0.703, 0.060)
C (1.778, 0.313, 0.026)
N (-1.028, 0.060, -0.014)
O (-0.922, 1.271, 0.033)
O (0.878, -0.637, -0.129)
H (-1.591, -1.714, 0.218)
H (-2.995, -0.548, -0.182)
H (2.446, 0.367, -0.832)
H (2.221, 0.289, 0.983)
H (1.217, 1.301, -0.164)